C4H13N3S | the ωB97M-V functional and the def2-TZVPD basis

Results
- ⟨S²⟩: 0.753
- Orbital gap (alpha / beta): 9.7 / 6.9 eV
- Relative energy (zero: lowest compared OMol25 entry of this formula, charge and spin): 21.7 kJ/mol
- Highest occupied orbital energy (alpha / beta): -13.4 / -13.0 eV
- Total charge: +1
- 2S+1: 2

Last column: Löwdin spin population.
Atoms and positions in Å:
C: 2.083 -0.568 2.191  0.007
N: -1.253 -0.971 0.895  0.017
C: -0.248 -0.367 1.506  0.031
N: 0.708 -1.069 2.141  0.015
H: 2.114 0.516 2.124  0.002
H: 2.667 -1.009 1.388  0.000
H: 2.491 -0.887 3.153  0.000
H: -1.392 -1.944 1.134  0.000
H: -1.424 -0.724 -0.115  0.000
H: -0.092 0.703 1.462  0.015
H: 0.527 -2.061 2.091  0.000
C: -0.958 0.975 -2.276  0.004
C: -0.256 1.727 -1.129  0.090
S: 1.255 0.892 -0.656  0.780
N: -1.152 -0.445 -1.901  0.001
H: -0.345 1.022 -3.189  0.001
H: -1.899 1.445 -2.554  0.000
H: -0.959 1.759 -0.286  0.022
H: -0.100 2.763 -1.447  0.014
H: -0.208 -0.826 -1.840  0.000
H: -1.560 -0.929 -2.693  0.000


C16H13BrCl5N2O2PdS | the ωB97M-V functional and the def2-TZVPD basis

Results
- ⟨S²⟩: 2.006
- Orbital gap (alpha / beta): 7.0 / 7.6 eV
- Highest occupied orbital energy (alpha / beta): -4.4 / -5.4 eV
- Total charge: -1
- 2S+1: 3

Last column: Löwdin spin population.
Atoms and positions in Å:
Pd: 0.979 -0.911 -0.953  1.318
Cl: 2.297 -3.753 0.221  0.021
C: 3.468 -2.486 -0.073  0.024
C: 3.036 -1.284 -0.593  0.148
C: 4.005 -0.309 -0.768  0.019
Cl: 3.577 1.251 -1.413  0.008
C: 5.349 -0.510 -0.442  0.006
Cl: 6.525 0.747 -0.670  0.005
C: 5.750 -1.738 0.074  -0.007
Cl: 7.410 -2.020 0.481  -0.002
C: 4.801 -2.735 0.262  0.006
Cl: 5.283 -4.265 0.913  0.006
Br: 0.310 -2.425 -2.843  0.166
O: -1.489 -0.148 -0.915  0.029
C: -0.950 0.916 -1.250  0.010
O: 0.309 1.079 -1.347  0.123
C: -1.807 2.109 -1.612  0.006
C: -3.174 1.937 -1.780  0.001
C: -3.983 3.014 -2.125  0.000
C: -3.424 4.275 -2.298  0.000
C: -2.055 4.451 -2.127  0.000
C: -1.250 3.369 -1.791  0.001
H: -3.581 0.944 -1.636  0.000
H: -5.048 2.870 -2.263  0.000
H: -4.051 5.117 -2.568  0.000
H: -1.615 5.431 -2.262  0.000
H: -0.181 3.480 -1.664  0.001
C: -2.238 -2.848 1.089  0.000
N: -0.928 -2.240 1.191  0.001
C: -0.637 -1.170 1.957  0.013
S: 0.779 -0.257 1.688  0.084
N: -1.520 -0.886 2.929  0.005
C: -1.400 0.217 3.859  0.004
H: -2.168 -3.685 0.401  0.000
H: -2.976 -2.141 0.695  0.000
H: -2.567 -3.245 2.052  0.000
H: -0.372 -2.235 0.349  0.001
H: -2.357 -1.438 2.965  0.001
H: -0.677 0.926 3.463  0.003
H: -1.063 -0.118 4.841  0.000
H: -2.365 0.712 3.961  0.000


C9H14N2O7 | the ωB97M-V functional and the def2-TZVPD basis

Results
- Orbital gap: 10.1 eV
- Relative energy (zero: lowest compared OMol25 entry of this formula, charge and spin): 176.8 kJ/mol
- Highest occupied orbital energy: -9.7 eV
- Total charge: 0

Last column: Mulliken charge in e.
Atoms and positions in Å:
N: 0.189 -2.158 0.500  -0.556
C: 0.124 -1.131 1.510  -0.045
C: 1.375 -0.275 1.800  -0.594
C: 1.243 0.912 2.773  -0.868
C: 0.600 2.184 2.274  0.736
O: 0.092 2.413 1.229  -0.602
O: 0.797 3.232 3.142  -0.543
C: -1.089 -0.158 1.112  0.135
O: -1.862 0.276 2.007  -0.748
N: -1.413 0.114 -0.140  0.083
C: -0.609 -0.152 -1.311  0.128
C: -1.343 -0.993 -2.349  -0.993
C: -0.616 -1.242 -3.662  0.481
O: -1.102 -1.250 -4.805  -0.618
O: 0.682 -1.585 -3.487  -0.415
C: -0.132 1.183 -1.974  0.573
O: -0.438 1.539 -3.104  -0.603
O: 0.697 1.805 -1.213  -0.491
H: 0.896 -2.796 0.914  0.282
H: -0.697 -2.733 0.413  0.259
H: -0.279 -1.549 2.454  0.479
H: 1.744 0.079 0.828  0.294
H: 2.131 -1.118 2.064  0.322
H: 2.246 1.178 3.123  0.448
H: 0.731 0.717 3.696  0.408
H: 0.462 4.043 2.639  0.377
H: -2.299 0.646 -0.252  0.288
H: 0.177 -0.871 -0.959  0.455
H: -1.668 -1.928 -1.972  0.412
H: -2.243 -0.404 -2.573  0.292
H: 1.018 -1.608 -4.412  0.338
H: 0.590 1.630 -0.266  0.287